Here is the molecule C20H23N5O3S2 from OMol25. Energies are from ωB97M-V/def2-TZVPD.

Geometry as XYZ:
```
53
Properties=species:S:1:pos:R:3:lowdin_charge:R:1
O -4.1791 -3.2470 0.5285 0.056
C -3.5175 -2.4538 -0.1034 -0.564
C -4.1531 -1.5438 -1.1634 -0.344
S -4.7158 0.0486 -0.4755 0.946
C -3.2301 0.9069 -0.3379 -0.943
N -2.0567 0.4427 -0.6176 -0.067
N -1.0664 1.2989 -0.4043 0.012
C -1.4436 2.4471 0.0392 -0.594
N -0.6299 3.4912 0.3574 0.116
C 0.7196 3.4926 0.6814 -0.412
O 1.2751 4.5470 0.8530 0.113
C 1.3698 2.1412 0.8228 -0.204
C 2.6087 2.1487 1.7109 -0.019
C 3.4314 0.9822 1.1821 -0.436
O 4.2951 0.3972 1.7891 0.082
N 2.9925 0.7101 -0.0820 0.020
C 3.4916 -0.3112 -0.9092 -0.187
C 4.8178 -0.7217 -0.7928 -0.004
C 5.3039 -1.7423 -1.5881 -0.074
C 4.4854 -2.3642 -2.5151 -0.095
C 3.1691 -1.9555 -2.6389 -0.091
C 2.6712 -0.9386 -1.8448 -0.039
C 1.9412 1.6166 -0.5044 -0.082
S -3.2039 2.5727 0.2349 1.056
N -2.1904 -2.2975 -0.0022 0.084
C -1.3692 -2.9963 0.9653 -0.280
C -0.7398 -2.0013 1.9532 -0.128
C 0.5886 -1.6303 1.3012 -0.196
C 1.0887 -2.9725 0.7749 -0.175
C -0.1747 -3.6768 0.2620 -0.118
H -5.0676 -2.0124 -1.5260 0.085
H -3.4749 -1.3285 -1.9867 0.082
H -1.0623 4.4079 0.3877 0.153
H 0.6384 1.4231 1.2001 0.130
H 3.1723 3.0751 1.5752 0.135
H 2.3961 2.0286 2.7710 0.135
H 5.4611 -0.2479 -0.0710 0.108
H 6.3337 -2.0494 -1.4841 0.105
H 4.8683 -3.1600 -3.1357 0.100
H 2.5188 -2.4342 -3.3565 0.104
H 1.6375 -0.6508 -1.9560 0.102
H 2.3718 2.4382 -1.0922 0.149
H 1.1729 1.1218 -1.0942 0.090
H -1.7565 -1.5147 -0.4785 0.098
H -2.0278 -3.7118 1.4621 0.143
H -0.5614 -2.4966 2.9075 0.118
H -1.3910 -1.1447 2.1267 0.111
H 1.2904 -1.1723 1.9964 0.111
H 0.4176 -0.9419 0.4723 0.084
H 1.8443 -2.8592 -0.0007 0.091
H 1.5282 -3.5407 1.5950 0.114
H -0.1503 -4.7445 0.4699 0.108
H -0.2755 -3.5516 -0.8164 0.110
```

Calculated values
Highest occupied orbital energy = -8.616 eV
Molecular weight = 445.57 g/mol
DFT total energy = -2071.85952 a.u.
Total charge = 0


Here is a cluster of 2 separate species, C20H23N5O4 in total from OMol25. Energies are from ωB97M-V/def2-TZVPD.

Geometry as XYZ:
```
52
Properties=species:S:1:pos:R:3:lowdin_charge:R:1
C 2.4084 2.3640 3.3809 -0.061
N 1.5725 3.3796 2.7412 0.033
C 0.3660 3.2119 2.1896 -0.458
O -0.1963 4.1709 1.6726 0.053
C -0.2888 1.8170 2.1533 -0.199
C 0.0722 1.1292 0.8225 -0.091
C -0.4728 -0.2731 0.6332 -0.234
C -1.7573 -0.4591 0.0893 -0.031
C -2.2757 -1.7544 -0.0747 -0.062
C -1.5079 -2.8712 0.2958 -0.096
C -0.2167 -2.6918 0.8227 -0.081
C 0.3005 -1.3943 0.9922 -0.049
N -1.7473 1.9391 2.2950 0.123
C -2.5931 1.1529 2.9589 -0.555
C -2.0735 -0.0285 3.7536 0.015
O -3.7906 1.3911 2.9517 0.035
H 1.9228 1.9983 4.2878 0.084
H 3.3716 2.8003 3.6524 0.090
H 2.5827 1.5298 2.6982 0.078
H 1.9244 4.3251 2.7008 0.146
H 0.1081 1.2207 2.9713 0.127
H 1.1588 1.0891 0.7346 0.112
H -0.2866 1.7498 -0.0010 0.128
H -2.3513 0.3960 -0.2009 0.118
H -3.2639 -1.8885 -0.4928 0.107
H -1.9120 -3.8660 0.1724 0.096
H 0.3750 -3.5513 1.1045 0.097
H 1.2916 -1.2605 1.3999 0.106
H -2.1703 2.7330 1.8352 0.152
H -2.9191 -0.5304 4.2213 0.088
H -1.5722 -0.7251 3.0873 0.065
H -1.3899 0.3220 4.5227 0.080
C -0.7374 -4.1691 -3.2013 0.004
C -0.7149 -2.6523 -3.2364 -0.491
O -1.7416 -2.0718 -3.5549 0.054
N 0.4758 -2.0141 -2.9389 0.150
C 0.8103 -0.6579 -3.0143 -0.147
C 0.0156 0.3396 -3.6085 0.009
C 0.4528 1.6698 -3.6646 -0.048
C 1.6956 2.0220 -3.1296 -0.013
C 2.4890 1.0346 -2.5455 -0.303
N 3.6657 1.1750 -2.0070 0.175
O 4.0132 -0.1348 -1.5787 -0.060
N 2.9538 -1.0274 -1.9049 0.171
C 2.0563 -0.2804 -2.4883 -0.235
H -1.6412 -4.5424 -3.6908 0.090
H 0.1343 -4.5710 -3.7231 0.082
H -0.7275 -4.5154 -2.1654 0.072
H 1.2146 -2.6116 -2.5868 0.140
H -0.9493 0.1042 -4.0410 0.107
H -0.1757 2.4270 -4.1248 0.113
H 2.0413 3.0506 -3.1668 0.115
```

Calculated values
Highest occupied orbital energy = -8.567 eV
Molecular weight = 397.43 g/mol
DFT total energy = -1350.63321 a.u.
Total charge = 0


Here is the molecule C20H23N5O4 from OMol25. Energies are from ωB97M-V/def2-TZVPD.

Geometry as XYZ:
```
52
Properties=species:S:1:pos:R:3:lowdin_charge:R:1
C -3.1657 1.0194 4.0225 -0.094
O -3.2533 2.0028 3.0236 -0.091
C -3.4013 1.5968 1.7256 -0.283
C -3.5213 2.6127 0.7770 -0.004
C -3.6530 2.3125 -0.5597 -0.027
C -3.6785 0.9857 -0.9983 -0.296
N -3.8160 0.7142 -2.3517 -0.003
C -3.4550 -0.5641 -2.9106 -0.110
C -2.1166 -1.1215 -2.4089 -0.489
O -1.9193 -2.2998 -2.2316 0.071
N -1.1829 -0.1580 -2.1623 0.054
N -0.0348 -0.4792 -1.5352 0.055
C 0.6655 0.4396 -1.0035 -0.104
C 1.9310 0.1678 -0.3590 -0.121
C 2.8845 1.1714 -0.4669 0.047
C 4.2081 0.9578 -0.1150 -0.171
N 5.1577 2.0051 -0.2416 -0.372
O 4.7587 3.0990 -0.6048 0.062
O 6.3216 1.7569 0.0220 0.065
C 4.6075 -0.3115 0.3164 0.010
C 3.6739 -1.2945 0.4888 0.000
C 2.2924 -1.0764 0.2490 -0.147
N 1.4007 -1.9994 0.6438 -0.048
C -0.0213 -1.7971 0.8252 -0.158
C -0.4277 -2.8685 1.8312 -0.157
C 0.4808 -4.0221 1.4257 -0.157
C 1.7982 -3.3056 1.1448 -0.154
C -3.5744 -0.0243 -0.0459 -0.021
C -3.4338 0.2763 1.2986 -0.018
H -3.0748 1.5610 4.9628 0.093
H -4.0634 0.3928 4.0521 0.096
H -2.2843 0.3825 3.8870 0.090
H -3.5004 3.6366 1.1143 0.119
H -3.7413 3.1124 -1.2819 0.110
H -3.7334 1.5157 -2.9566 0.126
H -3.4080 -0.4773 -3.9986 0.133
H -4.2177 -1.3153 -2.6730 0.129
H -1.4369 0.8287 -2.2471 0.146
H 0.3909 1.4978 -1.1096 0.134
H 2.6123 2.1330 -0.8774 0.124
H 5.6506 -0.4864 0.5295 0.121
H 4.0047 -2.2563 0.8411 0.098
H -0.5472 -1.9560 -0.1238 0.098
H -0.2238 -0.7805 1.1702 0.126
H -0.2049 -2.5481 2.8506 0.114
H -1.4841 -3.1144 1.7598 0.110
H 0.1016 -4.4847 0.5150 0.119
H 0.5825 -4.7835 2.1957 0.112
H 2.3754 -3.1987 2.0721 0.127
H 2.4081 -3.8330 0.4076 0.128
H -3.6004 -1.0603 -0.3427 0.111
H -3.3502 -0.5389 1.9998 0.102
```

Calculated values
Highest occupied orbital energy = -7.867 eV
Molecular weight = 397.43 g/mol
DFT total energy = -1350.54324 a.u.
Total charge = 0


Here is the molecule C20H23NO4 from OMol25. Energies are from ωB97M-V/def2-TZVPD.

Geometry as XYZ:
```
48
Properties=species:S:1:pos:R:3:lowdin_charge:R:1
C -4.9233 -2.3501 1.0241 -0.073
O -4.6019 -1.0184 0.7008 -0.092
C -3.3504 -0.7472 0.2298 -0.183
C -2.3751 -1.7116 0.0442 0.039
C -1.1078 -1.3472 -0.3979 -0.152
C -0.1115 -2.4302 -0.6292 -0.430
O -0.4154 -3.4953 -1.1332 0.078
N 1.1825 -2.1669 -0.3019 0.143
C 1.6975 -1.1354 0.5012 -0.211
C 1.0194 -0.7510 1.6514 -0.024
C 1.5159 0.2742 2.4323 -0.067
C 2.6890 0.9061 2.0696 -0.042
C 3.3917 0.5155 0.9355 -0.171
C 2.9077 -0.5246 0.1464 -0.107
C 3.6176 -0.9712 -1.1053 -0.139
C 5.0262 -0.3998 -1.2352 -0.195
C 5.0214 1.0815 -0.8865 -0.199
C 4.6653 1.2361 0.5864 -0.152
C -0.8320 -0.0253 -0.6831 0.049
C -1.8064 0.9625 -0.5221 -0.175
O -1.3650 2.2071 -0.8413 -0.058
C -2.2091 3.3361 -0.7807 -0.066
C -3.0804 0.6071 -0.0621 -0.125
O -4.0433 1.5754 0.1503 -0.112
C -5.2372 1.4506 -0.5985 -0.066
H -4.8586 -3.0035 0.1487 0.101
H -4.2764 -2.7375 1.8169 0.098
H -5.9522 -2.3231 1.3803 0.095
H -2.5646 -2.7536 0.2409 0.115
H 1.8367 -2.8754 -0.6125 0.149
H 0.1049 -1.2550 1.9220 0.119
H 0.9861 0.5780 3.3222 0.104
H 3.0735 1.7163 2.6720 0.110
H 3.6762 -2.0633 -1.1313 0.111
H 3.0163 -0.6639 -1.9679 0.128
H 5.3903 -0.5567 -2.2523 0.110
H 5.6999 -0.9243 -0.5536 0.118
H 5.9991 1.5252 -1.0829 0.110
H 4.2829 1.6002 -1.5011 0.120
H 4.5644 2.2922 0.8456 0.116
H 5.4775 0.8284 1.1980 0.125
H 0.1306 0.2864 -1.0536 0.135
H -1.5670 4.1794 -1.0366 0.094
H -3.0234 3.2720 -1.5071 0.093
H -2.6248 3.4782 0.2179 0.097
H -5.8165 0.5764 -0.2974 0.083
H -5.8067 2.3555 -0.3915 0.095
H -5.0235 1.3901 -1.6718 0.100
```

Calculated values
Highest occupied orbital energy = -8.221 eV
Molecular weight = 341.41 g/mol
DFT total energy = -1131.61902 a.u.
Total charge = 0


Here is the molecule C20H23NO5S2 from OMol25. Energies are from ωB97M-V/def2-TZVPD.

Geometry as XYZ:
```
51
Properties=species:S:1:pos:R:3:lowdin_charge:R:1
C -4.3995 -4.4985 0.4387 -0.035
O -3.3133 -3.6364 0.1395 -0.054
C -3.6283 -2.4239 -0.3206 -0.498
O -4.7821 -2.0660 -0.5209 0.064
C -2.4754 -1.5919 -0.5418 -0.374
S -0.8952 -2.0861 -0.0527 1.175
C -0.2238 -0.5545 -0.5091 -0.420
C 1.1888 -0.2856 -0.3459 -0.238
C 2.0765 -1.3109 -0.0211 -0.039
C 3.4255 -1.0659 0.1384 -0.012
C 3.9511 0.2128 -0.0164 -0.173
C 5.4270 0.5293 0.1519 -0.562
C 5.9644 1.1175 -1.1606 -0.043
C 6.2600 -0.7076 0.4983 -0.066
C 5.5905 1.5511 1.2864 -0.043
C 3.0594 1.2359 -0.3367 -0.023
C 1.7113 1.0011 -0.4988 -0.007
C -1.1890 0.2795 -1.0216 -0.040
C -2.4725 -0.2952 -1.0400 -0.272
N -3.6057 0.2997 -1.5602 0.156
C -4.0337 1.6018 -1.4936 -0.539
O -4.9706 1.9648 -2.1611 0.072
C -3.3339 2.5062 -0.4980 -0.373
S -4.6075 3.3209 0.5301 0.918
C -4.9265 2.0676 1.8348 -0.351
C -4.7262 0.6678 1.3149 -0.611
O -3.7056 0.0487 1.5024 0.102
O -5.7545 0.2103 0.6312 0.118
H -3.9597 -5.4549 0.7079 0.096
H -4.9821 -4.0983 1.2713 0.103
H -5.0523 -4.6049 -0.4304 0.099
H 1.6960 -2.3146 0.1031 0.085
H 4.0661 -1.8956 0.3876 0.103
H 5.8297 0.4077 -1.9741 0.091
H 5.4519 2.0385 -1.4234 0.076
H 7.0259 1.3348 -1.0645 0.084
H 7.3043 -0.4215 0.6045 0.085
H 6.1961 -1.4561 -0.2880 0.086
H 5.9363 -1.1474 1.4387 0.086
H 5.1873 1.1508 2.2142 0.091
H 6.6441 1.7760 1.4366 0.084
H 5.0734 2.4799 1.0629 0.076
H 3.4201 2.2455 -0.4615 0.110
H 1.0571 1.8260 -0.7342 0.109
H -0.9853 1.2596 -1.4111 0.119
H -4.2892 -0.3363 -1.9600 0.161
H -2.8364 3.3249 -1.0175 0.088
H -2.6393 1.9816 0.1540 0.072
H -4.2409 2.2545 2.6611 0.084
H -5.9600 2.2264 2.1344 0.083
H -5.5544 -0.6691 0.2209 0.097
```

Calculated values
Highest occupied orbital energy = -8.247 eV
Molecular weight = 421.54 g/mol
DFT total energy = -2003.31826 a.u.
Total charge = 0


Here is the molecule C20H23NO6 from OMol25. Energies are from ωB97M-V/def2-TZVPD.

Geometry as XYZ:
```
50
Properties=species:S:1:pos:R:3:lowdin_charge:R:1
C 2.4393 5.6071 0.3776 -0.065
C 1.6179 4.5474 1.0970 -0.249
O 1.8278 3.3250 0.4105 -0.035
C 1.1802 2.1815 0.7540 -0.185
C 1.4184 1.1147 -0.1080 0.012
C 0.8471 -0.1265 0.0827 -0.034
C 0.0095 -0.3372 1.1659 -0.165
C -0.6522 -1.6766 1.4180 -0.236
C 0.3367 -2.6831 2.0411 -0.021
C 1.4894 -2.9530 1.1088 -0.540
O 1.3895 -3.4050 -0.0033 0.100
O 2.6629 -2.6329 1.6519 0.128
N -1.2169 -2.2218 0.2053 0.132
C -2.4961 -2.0138 -0.1465 -0.486
O -3.3318 -1.5047 0.5719 0.068
C -2.8248 -2.5100 -1.5596 -0.094
O -1.7201 -2.4970 -2.4310 -0.048
C -1.1382 -1.2920 -2.7274 -0.273
C -0.0167 -1.3552 -3.5534 -0.011
C 0.6542 -0.2014 -3.9026 -0.084
C 0.2190 1.0288 -3.4352 -0.107
C -0.8928 1.0908 -2.6168 -0.083
C -1.5761 -0.0595 -2.2587 -0.018
C -0.2364 0.7171 2.0349 0.042
C 0.3293 1.9723 1.8566 -0.175
O 0.0953 3.0210 2.7123 -0.114
C -0.8107 2.8413 3.7727 -0.080
H 3.4907 5.3335 0.3898 0.076
H 2.3141 6.5674 0.8695 0.074
H 2.1163 5.6903 -0.6566 0.075
H 0.5555 4.8146 1.0806 0.126
H 1.9408 4.4595 2.1400 0.123
H 2.0661 1.2958 -0.9504 0.122
H 1.0501 -0.9104 -0.6290 0.111
H -1.4914 -1.5341 2.1093 0.149
H -0.1867 -3.6238 2.2226 0.138
H 0.7233 -2.2889 2.9795 0.130
H 3.3903 -2.7944 1.0292 0.138
H -0.5779 -2.6565 -0.4485 0.126
H -3.1345 -3.5580 -1.5006 0.142
H -3.6640 -1.9227 -1.9522 0.139
H 0.3089 -2.3225 -3.9026 0.119
H 1.5230 -0.2630 -4.5411 0.103
H 0.7460 1.9312 -3.7048 0.102
H -1.2365 2.0431 -2.2418 0.110
H -2.4332 0.0195 -1.6091 0.114
H -0.8969 0.5442 2.8694 0.111
H -1.8064 2.5656 3.4118 0.099
H -0.8637 3.8078 4.2723 0.095
H -0.4569 2.0880 4.4841 0.096
```

Calculated values
Highest occupied orbital energy = -7.995 eV
Molecular weight = 373.40 g/mol
DFT total energy = -1282.13341 a.u.
Total charge = 0


Respective ΔE to the lowest compared entry with this formula, charge and spin values: 21.3; 88.3; 144.8; 52.2; 4.6; 40.9 kcal per mole.